DFT (ωB97M-V/def2-TZVPD) results for 9 unconnected molecules or ions with the total composition C30H51BBrCl2IN9O at a distorted geometry.

XYZ file:
```
96
Properties=species:S:1:pos:R:3:mulliken_charge:R:1
C -0.1412 0.1070 2.4519 -0.52
C -1.1890 -0.3123 1.2074 0.65
C -0.9311 0.8039 0.0519 -0.71
Br -1.4661 2.5334 0.9706 -0.27
B -1.5108 0.5710 -1.4377 0.41
C -2.9951 1.1011 -1.8106 -0.49
C -4.1927 1.1672 -0.7578 -0.41
C -4.5496 -0.0871 0.1907 -0.04
O -5.7606 -0.7706 -0.3751 -0.60
C -0.5330 1.4074 -2.5323 -0.50
C 0.1718 2.7565 -2.0623 -0.65
C 1.4404 3.0420 -3.1212 -0.71
I -1.0343 4.6104 -2.2070 -0.09
C -1.2974 -0.9862 -2.0392 -0.05
Cl 0.3692 -1.7211 -1.5220 -0.24
C -2.5274 -2.0195 -1.8919 0.27
C -2.4738 -2.9993 -3.2563 -1.14
Cl -2.3886 -3.2677 -0.4966 -0.24
H 0.6716 0.8768 2.1154 0.29
H -0.7611 0.4412 3.4045 0.18
H 0.4574 -0.8641 2.8041 -0.08
H -2.2545 -0.2419 1.7417 -0.39
H -0.8858 -1.4088 0.9645 0.02
H 0.2592 0.8799 -0.0360 0.38
H -3.3700 0.4719 -2.7557 0.21
H -2.8950 2.2069 -2.2576 0.00
H -4.1544 2.1330 -0.0539 0.14
H -5.1846 1.3667 -1.4014 0.25
H -4.8914 0.2692 1.2759 0.07
H -3.7536 -0.9211 0.3266 0.16
H -5.7248 -1.6865 0.0319 0.33
H -1.2012 1.6457 -3.4942 0.10
H 0.3229 0.6958 -2.9694 0.16
H 0.6770 2.7939 -1.0070 0.45
H 1.1415 3.8221 -3.9643 0.17
H 2.2972 3.5822 -2.4891 0.24
H 1.9210 2.0597 -3.5329 0.27
H -1.1551 -0.8804 -3.2243 0.29
H -3.6113 -1.5884 -1.9235 0.17
H -2.4248 -2.3430 -4.2513 0.30
H -1.5559 -3.7163 -3.1455 0.27
H -3.4963 -3.5974 -3.3320 0.33
C -1.8242 -3.1566 4.7456 -0.80
C -2.5456 -2.0558 4.0852 0.45
N -3.1155 -1.1861 3.5633 -0.45
H -1.2972 -2.8142 5.6425 0.24
H -2.5041 -3.9572 5.0557 0.34
H -1.0768 -3.6056 4.0830 0.21
C 2.4890 -3.4624 4.9479 -0.38
C 1.4221 -3.3740 5.9590 0.31
N 0.5791 -3.3043 6.7577 -0.54
H 3.1973 -2.6315 5.0337 0.02
H 3.0640 -4.3892 5.0466 0.23
H 2.0850 -3.4392 3.9303 0.31
C 0.5687 3.0668 -7.3808 -0.72
C 0.7846 1.8453 -6.5873 0.15
N 0.9551 0.8802 -5.9604 -0.49
H 1.3843 3.7853 -7.2473 0.41
H 0.5031 2.8472 -8.4517 0.31
H -0.3593 3.5746 -7.0974 0.28
C 6.5758 -5.0741 4.4656 -0.80
C 5.8544 -3.9733 3.8052 0.43
N 5.2845 -3.1036 3.2833 -0.44
H 7.1028 -4.7317 5.3625 0.30
H 5.8959 -5.8747 4.7757 0.29
H 7.3232 -5.5231 3.8030 0.34
C -7.7129 1.5235 0.1908 -0.40
C -7.8584 2.9645 -0.0749 0.35
N -7.9734 4.1030 -0.2848 -0.45
H -7.2258 1.3369 1.1537 0.17
H -8.6834 1.0167 0.2156 0.35
H -7.1095 1.0293 -0.5780 0.02
C 5.9098 0.6400 5.1369 -0.82
C 5.6255 -0.7095 5.6528 0.44
N 5.4008 -1.7758 6.0603 -0.43
H 5.6477 1.4149 5.8650 0.30
H 6.9710 0.7664 4.8978 0.26
H 5.3449 0.8510 4.2227 0.27
C 0.3458 6.7134 -9.7695 -1.02
C 0.5618 5.4919 -8.9760 0.56
N 0.7323 4.5268 -8.3491 -0.29
H 1.1615 7.4320 -9.6359 0.27
H 0.2803 6.4938 -10.8403 0.27
H -0.5821 7.2213 -9.4860 0.27
C 6.8169 -6.8026 0.0805 -0.79
C 7.4264 -6.7326 1.4191 0.40
N 7.9079 -6.6774 2.4768 -0.50
H 7.5712 -6.7404 -0.7111 0.27
H 6.2701 -7.7400 -0.0666 0.27
H 6.1072 -5.9849 -0.0841 0.27
C -1.2441 4.4430 4.1971 -0.33
C 0.1621 4.8011 4.4474 0.36
N 1.2731 5.0841 4.6451 -0.44
H -1.5250 3.5201 4.7156 0.23
H -1.9282 5.2270 4.5387 0.30
H -1.4382 4.2867 3.1307 -0.15
```

Summary:
* LUMO: 1.64 eV
* gap between HOMO and LUMO: 7.0 eV
* max |F|: 14.9 eV/Å
* highest occupied orbital energy: -0.1987 Eh
* E_tot: -151249.5907 eV
* total charge: -1